--- w ---
CH3OS | ωB97M-V/def2-TZVPD

Geometry (Å):
S: -0.04539 0.51352 -1.78125
H: -0.80481 1.18445 -0.90691
O: -0.19796 -0.58348 2.51208
C: 0.34925 -0.61793 1.43094
H: -0.09363 -1.12734 0.56888
H: 1.31944 -0.16021 1.23627

The charge is -1. The value obtained for the HOMO-LUMO gap is 6.86 eV. As for the LUMO energy: 4.15 eV. Its HOMO energy is -2.71 eV.

---

--- x ---
CH3OS | ωB97M-V/def2-TZVPD

Geometry (Å):
S: 0.76071 -1.11547 0.69547
H: 1.75102 -1.37842 1.53852
O: -1.59989 0.94465 0.06312
C: -0.57535 0.55208 -0.48933
H: 0.28366 1.22814 -0.55044
H: -0.62015 -0.23099 -1.25734

The charge is -1. The value obtained for the HOMO-LUMO gap is 7.41 eV. As for the LUMO energy: 4.43 eV. Its HOMO energy is -2.98 eV.

---

Quick one: least stable of them? x

---

--- w ---
C4H9N3 | ωB97M-V/def2-TZVPD

Geometry (Å):
C: -1.40060 -2.13575 0.10372
N: -0.70642 -0.86369 -0.00464
C: -1.06935 0.16959 -0.76784
N: -0.15363 1.10931 -0.79617
N: 0.91145 0.87247 -0.08270
C: 1.90812 1.77236 0.37796
C: 0.43987 -0.67977 0.62076
H: -0.84890 -3.00260 0.03578
H: -1.92269 -2.06806 1.00235
H: -2.20003 -2.29705 -0.70834
H: -2.03882 0.08315 -1.20920
H: -0.40612 1.89580 -1.39410
H: 2.42163 1.54728 1.26473
H: 2.51293 1.95773 -0.57746
H: 1.62946 2.77109 0.62796
H: 0.92308 -1.13185 1.50718

The charge is +2. The value obtained for the HOMO-LUMO gap is 9.27 eV. As for the LUMO energy: -10.67 eV. The structure (SMILES) is C[n+]1c[nH][n+](C)c1. Its HOMO energy is -19.95 eV.

---

--- x ---
C4H9N3 | ωB97M-V/def2-TZVPD

Geometry (Å):
C: 2.49693 -0.93758 1.19408
N: 1.42881 -0.62863 0.46440
C: 1.31129 -1.07363 -0.95927
C: 0.20196 -0.00189 0.73856
N: -0.82000 0.57812 0.95683
C: -2.19000 1.36568 0.32082
N: -2.36772 1.05488 -0.81913
H: 3.35402 -1.31297 0.57513
H: 2.53827 -0.68778 2.28940
H: 0.31962 -1.46780 -1.18710
H: 1.97888 -1.92783 -1.02748
H: 1.57027 -0.37111 -1.64135
H: -1.60011 2.24183 0.49958
H: -2.92396 0.98607 1.01693
H: -3.35060 0.56884 -1.08249
H: -1.94766 1.61379 -1.33891

The charge is +2. The value obtained for the HOMO-LUMO gap is 9.17 eV. As for the LUMO energy: -10.82 eV. The structure (SMILES) is C=[N+](C)C#[N+]CN. Its HOMO energy is -19.99 eV.

---

Quick one: least stable of them? x

---

--- w ---
C28H39Br2CrN2O4PS | ωB97M-V/def2-TZVPD

Geometry (Å):
Cr: 0.17619 0.90025 0.44482
N: -0.05937 0.63384 2.51725
C: 0.65468 1.59913 3.39355
C: 2.14775 1.66235 3.09286
C: 2.44272 2.06792 1.65373
O: 2.98774 3.12134 1.39706
O: 2.05701 1.20441 0.74254
H: -1.06030 0.68441 2.69745
H: 0.20776 -0.31594 2.77068
H: 0.50345 1.32426 4.43864
H: 0.19980 2.57737 3.24715
H: 2.60523 0.68952 3.28918
H: 2.60806 2.38985 3.75844
Br: -4.76859 1.33411 -0.16850
C: -3.37437 1.66577 -1.38842
C: -3.67276 2.19470 -2.66076
C: -2.68808 2.43174 -3.57610
Br: -3.14033 3.14009 -5.26696
C: -1.33341 2.15213 -3.25973
C: -0.22220 2.35964 -4.10730
C: 1.04062 2.06671 -3.66739
C: 1.21986 1.55454 -2.37298
N: 0.20109 1.32746 -1.57513
C: -1.06558 1.62529 -1.98501
C: -2.08393 1.36565 -1.01862
O: -1.72908 0.83228 0.12933
H: -4.70350 2.40865 -2.90726
H: -0.38213 2.75717 -5.10059
H: 1.90336 2.22816 -4.29732
H: 2.20317 1.34018 -1.97385
C: -1.48854 5.09900 0.79539
S: 0.07744 4.31946 1.14902
C: 1.08966 5.15895 -0.05152
O: -0.11179 2.92335 0.58598
H: -1.72167 4.95952 -0.25971
H: -1.41944 6.15639 1.04897
H: -2.24107 4.61636 1.41576
H: 1.15504 6.20983 0.23003
H: 0.63676 5.04199 -1.03580
H: 2.07060 4.68970 0.00062
C: 0.30131 -2.25317 -2.67547
C: -0.50631 -2.45990 -1.38996
C: -1.88196 -1.82026 -1.60428
C: -0.73545 -3.95672 -1.14553
P: 0.35446 -1.65737 0.08985
C: -0.56973 -2.39752 1.49138
C: -1.80767 -1.82679 1.81038
C: -2.60659 -2.36897 2.80720
C: -2.18210 -3.48492 3.51238
C: -0.95714 -4.05970 3.20844
C: -0.16253 -3.52639 2.20437
C: 2.14886 -2.22138 0.17106
C: 2.43723 -3.69120 -0.15841
C: 2.96084 -1.36249 -0.81546
C: 2.66706 -1.90237 1.58112
H: -0.30582 -2.59510 -3.51676
H: 1.22717 -2.82438 -2.69070
H: 0.53413 -1.20000 -2.84606
H: -2.40959 -2.41338 -2.35501
H: -1.80054 -0.80759 -1.98920
H: -2.49600 -1.80863 -0.70537
H: -1.17312 -4.38146 -2.05204
H: -1.44016 -4.12240 -0.33079
H: 0.17520 -4.50870 -0.93069
H: -2.15675 -0.95463 1.27054
H: -3.56512 -1.91675 3.02703
H: -2.80289 -3.90729 4.29121
H: -0.61824 -4.93449 3.74752
H: 0.77503 -4.01066 1.98351
H: 2.23768 -3.92546 -1.20228
H: 1.89547 -4.40439 0.45779
H: 3.50346 -3.86091 0.00984
H: 2.64426 -1.49477 -1.84788
H: 4.00533 -1.67762 -0.75310
H: 2.91890 -0.30895 -0.55194
H: 2.22376 -2.52661 2.35439
H: 2.49917 -0.85406 1.82037
H: 3.74653 -2.07013 1.59709

The charge is +1. As for the multiplicity: 4. The value obtained for the HOMO-LUMO gap (alpha / beta) is 7.58 / 7.42 eV. As for the LUMO energy (alpha / beta): -2.86 / -3.12 eV. Its HOMO energy (alpha / beta) is -10.44 / -10.54 eV.

---

--- x ---
C28H39Br2CrN2O4PS | ωB97M-V/def2-TZVPD

Geometry (Å):
Cr: 0.21359 -0.31036 -0.24474
N: 0.80967 -0.58291 1.85378
C: 2.09937 -1.27860 2.06019
C: 3.24071 -0.45188 1.50085
C: 3.02695 -0.01793 0.05592
O: 3.68406 0.88545 -0.41400
O: 2.10254 -0.68521 -0.59879
H: 0.84474 0.35384 2.24877
H: 0.06521 -1.07098 2.34421
H: 2.03849 -2.23444 1.54086
H: 2.26265 -1.48175 3.12031
H: 4.16520 -1.03048 1.54140
H: 3.41124 0.44943 2.09320
Br: -4.30121 0.32182 1.87268
C: -3.42467 -1.26761 1.37255
C: -4.03635 -2.51204 1.61342
C: -3.41458 -3.68141 1.27707
Br: -4.27490 -5.32432 1.63674
C: -2.13211 -3.66682 0.67822
C: -1.37124 -4.79885 0.30932
C: -0.12427 -4.63623 -0.23073
C: 0.38150 -3.34563 -0.43608
N: -0.31471 -2.26944 -0.13229
C: -1.55283 -2.40840 0.43500
C: -2.18506 -1.17934 0.77804
O: -1.54454 -0.06090 0.51040
H: -5.01263 -2.53808 2.07682
H: -1.77940 -5.78717 0.47212
H: 0.48104 -5.48802 -0.50509
H: 1.36597 -3.18375 -0.85432
C: -0.47580 3.66254 1.13242
S: 0.33765 3.03789 -0.32882
C: 1.91461 3.89624 -0.21291
O: 0.69857 1.60562 0.04525
H: 0.16263 3.47201 1.99451
H: -1.42393 3.13511 1.22371
H: -0.64600 4.73058 1.00178
H: 2.10911 4.38149 -1.16618
H: 2.65724 3.11647 -0.03265
H: 1.89754 4.62452 0.59429
C: -1.20349 -2.38279 -3.56064
C: -0.22178 -1.23884 -3.86305
C: 1.22413 -1.66083 -3.55459
C: -0.25408 -0.92555 -5.36150
P: -0.56553 0.21659 -2.70591
C: 0.52712 1.51483 -3.39528
C: 1.80891 1.64857 -2.86373
C: 2.71105 2.56329 -3.39290
C: 2.34225 3.36592 -4.45951
C: 1.06981 3.24008 -5.00330
C: 0.17475 2.31940 -4.48384
C: -2.35040 0.83655 -2.91046
C: -2.89913 0.77174 -4.34281
C: -3.29024 -0.03059 -2.06034
C: -2.43472 2.27357 -2.37694
H: -0.79162 -3.32474 -3.93052
H: -2.15857 -2.22775 -4.06218
H: -1.40546 -2.50295 -2.49794
H: 1.41650 -2.62930 -4.02305
H: 1.44120 -1.73773 -2.49444
H: 1.93170 -0.94178 -3.96943
H: 0.12657 -1.80529 -5.88752
H: 0.40002 -0.09070 -5.61515
H: -1.24817 -0.72677 -5.74577
H: 2.13804 1.01686 -2.05394
H: 3.70460 2.62703 -2.96695
H: 3.04094 4.07906 -4.87701
H: 0.77270 3.85518 -5.84247
H: -0.80348 2.24733 -4.93143
H: -2.98489 -0.25267 -4.69446
H: -2.33429 1.34376 -5.07312
H: -3.90981 1.18562 -4.31949
H: -3.22218 -1.08990 -2.31407
H: -4.31804 0.28545 -2.25482
H: -3.09641 0.09509 -1.00243
H: -1.65185 2.93018 -2.75381
H: -2.39098 2.28016 -1.28432
H: -3.39698 2.69834 -2.66977

The charge is +1. As for the multiplicity: 4. The value obtained for the HOMO-LUMO gap (alpha / beta) is 7.50 / 7.33 eV. As for the LUMO energy (alpha / beta): -3.07 / -3.36 eV. Its HOMO energy (alpha / beta) is -10.58 / -10.69 eV.

---

Quick one: least stable of them? x

---

--- w ---
C3H9NS | ωB97M-V/def2-TZVPD

Geometry (Å):
C: -0.33913 1.29061 -0.74682
C: 0.76488 1.56309 -0.02911
N: -1.62548 1.05240 -0.25454
H: -0.31158 1.38001 -1.83031
H: 1.70250 1.37910 -0.53218
H: 0.66524 1.92750 0.98687
H: -1.73711 1.30028 0.72435
H: -2.41110 1.45460 -0.74796
H: -0.98800 -0.94810 0.08674
C: 0.99680 -2.06797 0.44038
S: -0.79690 -2.07005 0.80797
H: 1.25385 -1.36009 -0.34075
H: 1.55587 -1.83651 1.34982
H: 1.27017 -3.06486 0.08556

The charge is +1. As for the multiplicity: 2. The value obtained for the HOMO-LUMO gap (alpha / beta) is 8.75 / 3.66 eV. As for the LUMO energy (alpha / beta): -3.85 / -8.90 eV. Its HOMO energy (alpha / beta) is -12.60 / -12.56 eV.

---

--- x ---
C3H9NS | ωB97M-V/def2-TZVPD

Geometry (Å):
C: 1.05778 1.40235 -2.29627
S: 0.03600 -0.07629 -2.21387
H: 1.52479 1.62887 -1.33908
H: 1.82622 1.22416 -3.04093
H: 0.38955 2.24783 -2.50292
C: -0.95693 -1.71370 1.09132
C: -0.15332 0.38213 1.47905
N: -0.30822 -0.88871 2.07781
H: -1.12656 -2.68619 1.56070
H: -0.26142 -1.92529 0.27080
H: -1.91908 -1.33816 0.72989
H: -0.94384 0.75993 0.83502
H: 0.07198 1.17454 2.19598
H: 0.76306 -0.19147 1.15251

The charge is +1. As for the multiplicity: 2. The value obtained for the HOMO-LUMO gap (alpha / beta) is 5.64 / 4.63 eV. As for the LUMO energy (alpha / beta): -7.84 / -8.19 eV. Its HOMO energy (alpha / beta) is -13.48 / -12.82 eV.

---

Quick one: least stable of them? x

---

--- w ---
C2H11O4 | ωB97M-V/def2-TZVPD

Geometry (Å):
C: -0.19181 -0.99864 0.99311
O: -0.51026 -0.97092 -0.33111
C: 1.29270 -0.81655 1.42167
H: -0.22230 -2.10276 1.31128
H: -0.83946 -0.36766 1.63437
H: 1.53374 -1.27498 2.38881
H: 1.56444 0.24829 1.57757
H: 2.00657 -1.21990 0.70421
H: -2.10936 1.33362 0.53537
H: -1.62844 0.16539 -0.20648
O: -2.43597 0.81788 -0.24088
H: -0.94031 -0.13888 -2.36140
H: -0.82024 1.31120 -1.88509
O: -0.78108 0.76212 -2.69321
H: 1.41898 1.80954 -1.16474
H: 0.90944 0.51553 -0.69320
O: 1.75338 0.92671 -0.99027

The charge is -1. The value obtained for the HOMO-LUMO gap is 7.80 eV. As for the LUMO energy: 4.01 eV. Its HOMO energy is -3.80 eV.

---

--- x ---
C2H11O4 | ωB97M-V/def2-TZVPD

Geometry (Å):
C: -0.63883 -1.15931 -0.23544
O: 0.03774 -0.11649 0.43209
C: -1.07107 -0.59113 -1.69367
H: -1.51016 -1.20181 0.53558
H: 0.01805 -1.98761 -0.29504
H: -1.14030 0.43583 -1.69393
H: -1.99636 -0.98485 -1.85123
H: -0.24132 -0.96534 -2.38190
H: 1.57322 0.85683 -0.32317
H: 1.86396 1.66909 -1.60385
O: 1.42202 1.64433 -0.86582
H: 1.73990 -0.13921 2.56352
H: 1.16532 -0.48169 1.21693
O: 2.08300 -0.68792 1.94210
H: -0.95219 0.49512 1.56673
H: -0.99479 1.83788 0.97382
O: -1.35819 1.37628 1.71328

The charge is -1. The value obtained for the HOMO-LUMO gap is 8.14 eV. As for the LUMO energy: 3.95 eV. Its HOMO energy is -4.19 eV.

---

Quick one: least stable of them? x